DFT (the ωB97M-V functional and the def2-TZVPD basis) results for a molecular structure, H10Na5O8 in a non-equilibrium geometry.

Last column: Mulliken charge in e.
Positions of all 23 atoms, in Å:
Na 2.5371 0.8488 0.8539  0.871
Na 1.5673 -2.4650 0.9118  0.992
Na -1.0074 -2.0415 -1.1447  0.824
Na 2.1247 -1.3558 -2.3190  0.763
Na -0.0506 1.5332 -1.6385  0.783
O -1.5833 2.3708 0.0531  -1.158
H -1.7444 1.4398 0.0388  0.266
O 1.3903 1.8556 2.5073  -1.052
H 1.1006 0.9548 2.4193  0.118
O 0.7557 -0.5166 -0.1483  -0.910
H 0.3781 0.1307 0.4668  0.039
O 2.9681 -3.1785 -0.8629  -1.023
H 2.9346 -2.2363 -0.8365  0.109
O -1.7973 -0.1807 -2.3350  -1.048
H -1.8230 -0.2213 -1.3894  0.246
O 1.3899 0.5532 -3.5067  -1.092
H 0.7890 0.0948 -2.9322  0.275
O -1.4069 1.4448 2.5913  -0.696
H -1.5533 1.9437 1.7058  0.434
H -0.4198 1.5378 2.6547  0.334
O -2.2561 -0.7407 0.5829  -0.627
H -2.8121 -1.2536 1.1902  0.282
H -1.4812 -0.5179 1.1372  0.270

Properties
- Total charge: -1
- E: -1419.48413 Ha
- Largest force on an atom: 0.03301 Eh/bohr

DFT (the ωB97M-V functional and the def2-TZVPD basis) results for a gas-phase ion, C7H14FNO2P (charge +1) in a non-equilibrium geometry.

Last column: Mulliken charge in e.
Positions of all 26 atoms, in Å:
C -3.0123 -1.3790 -0.0671  -1.533
C -1.5707 -1.0656 0.4402  0.524
C -0.4631 -1.7306 -0.3292  -0.845
N 0.6694 -0.7538 -0.1291  -0.030
C 1.9651 -1.2331 0.0431  0.580
O 2.1542 -2.3765 0.3133  -0.536
C 3.0451 -0.1522 -0.1435  -0.363
F 2.5184 1.0871 0.1105  -0.283
P 0.0726 0.9091 0.0711  1.064
C 0.3753 1.9658 1.4515  -1.053
C -0.0098 2.0357 -1.4041  -1.196
O -1.4022 0.2203 0.2039  -0.438
H -3.2597 -1.0971 -1.0361  0.429
H -3.6874 -0.9572 0.7372  0.341
H -3.1223 -2.4338 -0.0149  0.448
H -1.6132 -1.4114 1.5476  0.195
H -0.1498 -2.7477 -0.0946  0.404
H -0.6839 -1.5985 -1.4073  0.288
H 3.4202 -0.2218 -1.1715  0.281
H 3.8842 -0.3698 0.4772  0.381
H -0.0711 2.9182 1.1438  0.418
H 1.3938 2.1291 1.7752  0.353
H -0.2131 1.6046 2.2888  0.388
H 0.0563 1.5565 -2.3730  0.355
H 0.7483 2.7544 -1.1526  0.397
H -1.0445 2.3474 -1.2808  0.431

Properties
- Total charge: +1
- E: -921.33811 Ha
- ΔE to the lowest compared entry with this formula, charge and spin: 0.0 kJ/mol
- Largest force on an atom: 0.13606 Eh/bohr

DFT (the ωB97M-V functional and the def2-TZVPD basis) results for a molecular structure, C31H29IrN7O6S2 in a non-equilibrium geometry.

Last column: Mulliken charge in e.
Positions of all 76 atoms, in Å:
Ir -0.4920 -0.9263 -0.2001  3.874
C -3.5359 0.6678 -3.4033  -0.670
O -4.1557 -0.1737 -2.3982  -0.449
C -3.2752 -0.2493 -1.4120  -0.260
N -2.2216 0.4683 -1.4649  0.423
C -2.4441 1.3979 -2.5978  -0.172
C -1.2737 1.8976 -3.4061  -0.410
C 0.0295 1.4704 -3.2036  0.398
C 1.0700 2.0184 -3.9418  -1.019
C 0.8186 2.9971 -4.8892  -0.676
C -0.4852 3.4267 -5.0985  -0.623
C -1.5228 2.8857 -4.3589  -0.752
C -3.5626 -1.0677 -0.2245  0.537
C -4.7716 -1.7086 -0.0027  -0.921
C -4.9336 -2.4195 1.1762  -0.662
C -3.8898 -2.4951 2.0861  -0.960
C -2.7045 -1.8473 1.7748  -0.209
N -2.5581 -1.1283 0.6575  0.061
C -1.4746 -1.9597 2.5664  0.491
N -0.3645 -1.5731 2.0740  0.050
C 0.6977 -1.8836 3.0346  -0.401
C -0.0947 -2.5014 4.2250  -0.577
O -1.4706 -2.5104 3.7691  -0.518
C 1.5321 -0.6809 3.4147  -0.131
C 2.8535 -0.8585 3.8134  -0.309
C 3.6259 0.2327 4.1853  -0.901
C 3.0863 1.5111 4.1452  -0.561
C 1.7685 1.6927 3.7492  -0.791
C 0.9906 0.5982 3.3977  0.023
H -4.2991 1.3150 -3.8225  0.379
H -3.1159 0.0259 -4.1805  0.396
H -2.8966 2.2874 -2.1353  0.427
H 0.2239 0.6883 -2.4918  0.798
H 2.0825 1.6621 -3.7850  0.498
H 1.6278 3.4170 -5.4717  0.426
H -0.6923 4.1877 -5.8389  0.428
H -2.5351 3.2406 -4.5171  0.446
H -5.5566 -1.6485 -0.7432  0.629
H -5.8673 -2.9247 1.3829  0.495
H -3.9743 -3.0505 3.0093  0.580
H 1.3589 -2.6297 2.5761  0.469
H -0.0343 -1.8904 5.1232  0.362
H 0.1920 -3.5232 4.4617  0.373
H 3.2778 -1.8570 3.8476  0.513
H 4.6450 0.0845 4.5176  0.438
H 3.6873 2.3612 4.4404  0.464
H 1.3387 2.6867 3.7285  0.478
H -0.0430 0.7353 3.1108  0.518
C 3.6927 1.0116 -0.0768  -2.087
C 2.2585 0.5864 -0.0178  0.482
N 1.8396 -0.6299 -0.0390  0.891
N 2.7208 -1.6564 -0.1761  -0.885
C 2.4006 -2.9405 -0.2704  0.511
N 3.3695 -3.8319 -0.3849  -0.355
S 0.7463 -3.5614 -0.0345  0.080
C 1.2211 1.6033 0.1157  1.390
C 1.4997 2.9615 -0.0270  -1.046
C 0.5019 3.8905 0.1924  -1.126
C -0.7570 3.4470 0.5697  -1.018
C -0.9791 2.0817 0.6406  -0.582
N -0.0292 1.1906 0.4009  -0.160
H 4.3995 0.1908 0.0222  0.576
H 3.9013 1.7102 0.7328  0.421
H 3.8941 1.5194 -1.0221  0.336
H 3.7053 -1.4267 -0.2844  0.118
H 4.3313 -3.5606 -0.5534  0.223
H 3.1127 -4.7829 -0.6176  0.293
H 2.4878 3.2879 -0.3183  0.604
H 0.7036 4.9471 0.0814  0.538
H -1.5518 4.1413 0.8019  0.616
H -1.9516 1.6860 0.9020  0.352
O -0.7711 -3.3069 -3.6514  -0.602
S -0.5164 -2.7897 -2.3670  0.920
O 0.3425 -3.9860 -1.5533  -0.327
O 0.4150 -1.6616 -2.2861  -0.608
O -1.6485 -2.5696 -1.4593  -0.557

Properties
- 2S+1: 2
- Total charge: +2
- E: -2933.55323 Ha
- ΔE to the lowest compared entry with this formula, charge and spin: 264.5 kJ/mol
- Largest force on an atom: 0.11146 Eh/bohr

DFT (the ωB97M-V functional and the def2-TZVPD basis) results for a single C4H8O2 molecule.

Last column: Mulliken charge in e.
Positions of all 14 atoms, in Å:
O 0.8739 -0.0633 -2.0539  -0.495
C 0.0542 -0.8438 -1.6264  0.050
C -0.1591 -1.1596 -0.1689  -0.566
C 0.5850 -0.2371 0.7915  -0.568
C 0.1269 1.2106 0.6707  -0.461
O -1.2880 1.2408 0.7948  -0.521
H -0.6073 -1.3962 -2.3291  0.357
H 0.1414 -2.2082 -0.0253  0.330
H -1.2372 -1.1242 0.0285  0.299
H 0.4146 -0.5856 1.8168  0.335
H 1.6638 -0.2788 0.6042  0.294
H 0.5997 1.8144 1.4603  0.283
H 0.4465 1.6098 -0.2993  0.358
H -1.6143 2.0213 0.3360  0.305

Properties
- E: -307.67049 Ha
- ΔE to the lowest compared entry with this formula, charge and spin: 110.1 kJ/mol
- Largest force on an atom: 0.00992 Eh/bohr

DFT (the ωB97M-V functional and the def2-TZVPD basis) results for a molecular structure, C22H42NP3PmS2 in a non-equilibrium geometry.

Last column: Mulliken charge in e.
Positions of all 71 atoms, in Å:
Pm 0.4618 1.4737 -0.6761  0.142
P -2.1824 1.6537 -1.4503  1.037
P -0.4245 0.0240 1.5960  0.933
P -1.2174 -3.8589 -1.9471  1.001
H 2.0603 1.6366 -2.1953  0.060
C 2.1290 0.5132 -2.2556  -0.508
C 0.9213 -0.3088 -2.6355  -0.807
H 0.0441 -0.5894 -1.9974  0.220
C -2.0012 3.4743 -1.0755  -1.457
C -3.6665 1.1758 -0.4919  -1.183
C -2.7401 1.5744 -3.1930  -1.269
C 0.7519 -0.6345 2.8378  -1.014
C -1.2234 1.3151 2.6463  -1.040
C -1.7464 -1.2437 1.7388  -1.449
C -1.9205 -5.2276 -2.8715  -1.140
C -2.4173 -2.5411 -1.7421  -0.615
C -0.6047 -4.4074 -0.3566  -0.716
H 2.8612 0.4741 -3.0928  0.666
H 0.7025 -0.3482 -3.7144  0.407
H -0.9515 3.8229 -1.1698  0.469
H -2.3420 3.7080 -0.0552  0.325
H -2.6162 4.0207 -1.8022  0.482
H -3.4493 1.2128 0.5881  0.239
H -3.9282 0.1398 -0.7579  0.288
H -4.5107 1.8450 -0.7200  0.490
H -1.8489 1.4862 -3.8360  0.352
H -3.3108 2.4683 -3.4877  0.442
H -3.3509 0.6676 -3.3241  0.376
H 0.1912 -1.1455 3.6350  0.458
H 1.3381 0.1819 3.2727  0.241
H 1.4485 -1.3315 2.3577  0.185
H -1.8733 0.7991 3.3701  0.521
H -1.8368 2.0039 2.0486  0.221
H -0.4692 1.9066 3.1790  0.155
H -2.0571 -1.3015 2.7908  0.616
H -1.3790 -2.2229 1.4195  0.264
H -2.6144 -0.9749 1.1276  0.289
H -2.2507 -6.0484 -2.2201  0.406
H -1.1732 -5.6275 -3.5657  0.406
H -2.7913 -4.9051 -3.4556  0.400
H -3.4470 -2.9155 -1.7598  0.530
H -2.3171 -1.8229 -2.5624  0.384
H -2.2607 -2.0032 -0.8023  -0.284
H -1.2856 -5.1264 0.1054  0.500
H -0.4368 -3.5536 0.3029  -0.225
H 0.3620 -4.8889 -0.5301  0.419
C 2.3763 -1.6985 -1.0123  0.629
C 2.7460 -2.2676 0.2100  -0.596
C 3.9742 -1.8296 0.7337  -0.531
C 4.8299 -0.9976 -0.0596  -0.615
C 4.2981 -0.3259 -1.1214  -1.143
C 2.8051 -0.2273 -1.0738  1.499
S 1.7400 -2.4710 -2.4013  -0.123
H 0.0784 -3.2760 -2.4475  -0.277
H 2.0926 -3.0341 0.6405  0.509
H 4.2954 -2.2214 1.7133  0.521
H 5.8810 -0.9488 0.2192  0.519
H 4.7921 0.2152 -1.9279  0.475
H 2.5928 0.2619 -0.0796  -0.527
S 2.1407 3.5120 -0.1888  -0.239
C 1.6153 3.5446 1.4585  0.069
N 2.3583 2.8427 2.4032  0.150
C 2.1469 2.9782 3.7558  -0.301
C 1.1158 3.7897 4.1958  -0.622
C 0.3244 4.4829 3.2692  -0.403
C 0.5842 4.3623 1.9165  -0.400
H 3.1812 2.3257 2.0779  0.283
H 2.8397 2.4467 4.4083  0.445
H 0.9773 3.9183 5.2625  0.473
H -0.4505 5.1522 3.6146  0.469
H 0.0381 4.9155 1.1609  0.522

Properties
- 2S+1: 5
- Total charge: +3
- E: -3345.89124 Ha
- ΔE to the lowest compared entry with this formula, charge and spin: 256.2 kJ/mol
- Largest force on an atom: 0.07160 Eh/bohr